ORCA calculation (ωB97M-V with the def2-TZVPD basis set) on a structure of composition C43H42Cl3N4O5PdS.

Results
⟨S²⟩: 2.005
total charge: -1
energy above the lowest of the compared OMol25 structures with the same formula, charge and spin: 0.000 eV
lowest unoccupied orbital energy (spin up / spin down): 1.907 / 1.906 eV
spin multiplicity: 3

Positions of all 99 atoms, in Å:
Pd 0.017 0.373 -0.205
C 0.801 3.454 3.315
O 0.873 2.341 4.202
C 1.591 1.238 3.819
C 2.417 0.699 4.773
C 3.162 -0.459 4.522
C 3.067 -1.035 3.281
C 2.227 -0.520 2.274
C 2.272 -1.264 1.020
N 1.592 -1.027 -0.029
N 1.807 -1.843 -1.139
C 0.969 -1.553 -2.113
O 0.008 -0.716 -2.113
C 1.177 -2.316 -3.392
C 2.056 -3.392 -3.477
C 2.216 -4.069 -4.677
C 1.501 -3.677 -5.802
C 0.627 -2.602 -5.722
C 0.465 -1.922 -4.520
C 1.420 0.635 2.528
O 0.555 1.161 1.730
H 0.499 4.299 3.934
H 1.779 3.665 2.874
H 0.089 3.293 2.512
H 2.470 1.204 5.731
H 3.808 -0.875 5.284
H 3.650 -1.922 3.050
H 2.966 -2.106 0.977
H 2.606 -3.682 -2.592
H 2.895 -4.912 -4.733
H 1.627 -4.209 -6.739
H 0.071 -2.286 -6.597
H -0.210 -1.080 -4.434
Cl -0.091 -6.958 -4.154
C -1.144 -6.182 -3.013
C -1.536 -4.871 -3.203
C -2.419 -4.305 -2.291
C -2.911 -5.014 -1.199
C -3.902 -4.366 -0.255
C -3.310 -4.040 1.127
N -2.719 -2.713 1.174
C -3.332 -1.579 1.668
C -2.446 -0.562 1.490
N -1.307 -1.057 0.903
C -1.500 -2.342 0.720
O -5.037 -5.207 -0.074
C -6.204 -4.784 -0.759
C -6.781 -3.512 -0.199
C -7.203 -3.368 1.087
Cl -7.211 -4.580 2.303
S -7.769 -1.791 1.432
C -7.460 -1.286 -0.171
C -6.936 -2.289 -0.920
C -2.447 -6.317 -1.022
Cl -2.928 -7.280 0.350
C -1.577 -6.909 -1.919
H -1.158 -4.300 -4.040
H -2.728 -3.274 -2.427
H -4.206 -3.409 -0.689
H -2.565 -4.775 1.423
H -4.117 -4.074 1.857
H -4.325 -1.613 2.087
H -2.534 0.483 1.733
H -0.790 -3.029 0.281
H -6.912 -5.604 -0.641
H -6.008 -4.659 -1.830
H -7.658 -0.268 -0.466
H -6.654 -2.173 -1.958
H -1.245 -7.926 -1.766
C 1.610 2.521 -1.573
C 0.561 3.606 -1.870
C 0.215 4.377 -0.594
C -0.661 3.087 -2.609
C -0.828 3.459 -3.938
C -1.924 3.057 -4.688
C -2.879 2.259 -4.072
C -2.753 1.853 -2.751
C -3.798 0.922 -2.170
C -4.425 1.451 -0.878
C -3.229 -0.488 -1.984
C -1.619 2.243 -1.987
O -1.486 1.845 -0.738
H 2.622 2.937 -1.580
H 1.576 1.711 -2.303
H 1.478 2.111 -0.565
H 1.026 4.320 -2.556
H -0.265 3.717 0.127
H -0.467 5.204 -0.812
H 1.123 4.791 -0.144
H -0.074 4.095 -4.394
H -2.030 3.357 -5.723
H -3.749 1.931 -4.635
H -4.598 0.853 -2.918
H -3.653 1.599 -0.125
H -5.164 0.743 -0.491
H -4.923 2.408 -1.053
H -2.439 -0.482 -1.237
H -2.789 -0.843 -2.919
H -4.011 -1.184 -1.662

These are the Löwdin partial charges, in e, on atoms 1 to 5: Pd 1.089; C -0.081; O -0.101; C -0.233; C -0.030

ORCA calculation (ωB97M-V with the def2-TZVPD basis set) on a cluster of 2 separate species, C26H28N4 in total in a non-equilibrium geometry.

Results
energy above the lowest of the compared OMol25 structures with the same formula, charge and spin: 0.540 eV
lowest unoccupied orbital energy: -1.978 eV
spin multiplicity: 1

Positions of all 58 atoms, in Å:
C 3.321 -0.707 -3.040
C 3.149 -1.721 -1.971
N 3.872 -2.847 -1.921
C 3.398 -3.518 -0.824
C 3.858 -4.854 -0.386
C 2.412 -2.756 -0.248
N 2.253 -1.618 -0.980
H 2.603 0.105 -2.924
H 4.326 -0.287 -2.997
H 3.179 -1.148 -4.028
H 3.283 -5.203 0.472
H 3.736 -5.574 -1.195
H 4.912 -4.833 -0.109
H 1.848 -2.997 0.640
C 2.324 2.821 1.657
C 1.197 1.941 2.031
N 1.010 1.443 3.302
C 1.883 1.697 4.444
C -0.158 0.673 3.340
C -0.740 0.721 2.061
C -1.990 0.123 1.852
C -2.583 -0.564 2.882
C -1.967 -0.664 4.132
C -0.768 -0.042 4.377
C 0.148 1.486 1.207
C -0.025 1.816 -0.162
C -1.036 1.331 -1.056
C -1.815 2.118 -1.930
C -1.747 3.583 -2.073
N -2.768 1.329 -2.535
C -3.801 1.801 -3.462
C -2.597 0.005 -2.108
C -1.503 -0.026 -1.225
C -1.041 -1.245 -0.716
C -1.715 -2.395 -1.045
C -2.841 -2.355 -1.876
C -3.281 -1.172 -2.420
H 2.296 3.098 0.605
H 2.306 3.741 2.241
H 3.276 2.329 1.844
H 1.512 1.186 5.331
H 2.885 1.332 4.224
H 1.930 2.765 4.655
H -2.481 0.221 0.902
H -3.537 -1.038 2.722
H -2.437 -1.241 4.912
H -0.301 -0.105 5.343
H 0.634 2.573 -0.553
H -0.954 4.012 -1.462
H -1.564 3.866 -3.108
H -2.687 4.033 -1.759
H -4.408 0.974 -3.822
H -4.455 2.515 -2.962
H -3.339 2.287 -4.320
H -0.164 -1.266 -0.094
H -1.372 -3.340 -0.660
H -3.354 -3.271 -2.116
H -4.126 -1.140 -3.085

These are the natural (NBO) partial charges, in e, on atoms 1 to 5: C -0.628; C 0.256; N -0.564; C 0.055; C -0.623

ORCA calculation (ωB97M-V with the def2-TZVPD basis set) on a cluster of 4 separate species, C25H56FN3O9 in total in a non-equilibrium geometry.

Results
SMILES string: C[C@@]1(CCCF)COC(=O)O1.COCCNCCOC.COCCNCCOC.COCCNCCOC
lowest unoccupied orbital energy: 0.538 eV
spin multiplicity: 1

Positions of all 94 atoms, in Å:
C -1.167 1.393 3.279
C -0.542 2.769 3.294
C -1.478 3.968 3.168
C -2.763 3.948 4.001
C -3.960 3.242 3.399
F -3.954 1.878 3.659
C 0.517 2.922 4.400
O 1.777 2.991 3.714
C 1.530 3.283 2.413
O 2.265 3.839 1.635
O 0.300 2.807 2.092
H -1.727 1.257 2.362
H -0.358 0.668 3.283
H -1.797 1.209 4.139
H -1.683 4.119 2.114
H -0.903 4.835 3.491
H -3.075 4.984 4.118
H -2.584 3.581 5.009
H -4.045 3.405 2.329
H -4.865 3.640 3.849
H 0.419 3.845 4.963
H 0.588 2.078 5.074
C -8.267 -0.707 -0.733
O -9.252 0.220 -0.320
C -10.007 -0.197 0.811
C -9.744 0.710 1.993
N -8.384 0.542 2.488
C -7.983 1.511 3.502
C -7.895 2.976 3.090
O -6.864 3.247 2.157
C -7.217 3.094 0.793
H -7.828 -0.325 -1.653
H -7.474 -0.822 0.014
H -8.707 -1.688 -0.937
H -9.782 -1.236 1.066
H -11.066 -0.135 0.545
H -10.446 0.464 2.795
H -9.950 1.740 1.670
H -7.743 0.602 1.708
H -6.998 1.210 3.868
H -8.673 1.431 4.347
H -7.646 3.550 3.987
H -8.850 3.368 2.723
H -8.271 3.323 0.620
H -7.002 2.086 0.429
H -6.610 3.792 0.216
C 2.669 -0.966 -4.038
O 2.556 0.376 -3.610
C 1.371 0.663 -2.877
C 1.700 1.010 -1.443
N 2.191 -0.164 -0.732
C 2.728 0.114 0.596
C 3.988 0.966 0.685
O 5.128 0.335 0.135
C 5.334 0.580 -1.247
H 3.559 -1.035 -4.661
H 2.784 -1.657 -3.194
H 1.800 -1.268 -4.630
H 0.676 -0.180 -2.919
H 0.889 1.524 -3.351
H 0.800 1.377 -0.942
H 2.431 1.830 -1.458
H 2.916 -0.600 -1.286
H 2.948 -0.852 1.060
H 1.942 0.582 1.199
H 4.205 1.115 1.747
H 3.850 1.965 0.257
H 5.016 1.585 -1.536
H 4.825 -0.165 -1.863
H 6.404 0.490 -1.441
C 4.553 -3.449 -1.216
O 5.470 -2.751 -2.036
C 6.814 -2.788 -1.567
C 7.695 -3.553 -2.528
N 7.370 -4.973 -2.522
C 8.034 -5.751 -3.562
C 7.681 -5.444 -5.013
O 6.348 -5.766 -5.361
C 5.392 -4.747 -5.133
H 3.554 -3.259 -1.608
H 4.733 -4.529 -1.227
H 4.596 -3.089 -0.184
H 6.867 -3.217 -0.563
H 7.167 -1.755 -1.509
H 8.741 -3.427 -2.233
H 7.569 -3.100 -3.522
H 6.369 -5.078 -2.626
H 7.801 -6.803 -3.381
H 9.116 -5.641 -3.438
H 8.315 -6.072 -5.643
H 7.901 -4.404 -5.282
H 5.828 -3.751 -5.247
H 4.939 -4.828 -4.141
H 4.600 -4.868 -5.872

These are the Löwdin partial charges, in e, on atoms 1 to 5: C 0.005; C -0.431; C -0.107; C -0.151; C -0.205

ORCA calculation (ωB97M-V with the def2-TZVPD basis set) on an isolated molecule of C2N2OS in a non-equilibrium geometry.

Results
energy above the lowest of the compared OMol25 structures with the same formula, charge and spin: 0.220 eV
SMILES string: O=C=NC#[N+][S-]
lowest unoccupied orbital energy: -0.240 eV
spin multiplicity: 1

Positions of all 6 atoms, in Å:
O -0.718 1.675 -1.923
C -0.488 1.421 -0.831
N -0.120 1.077 0.284
C 0.210 -0.175 0.389
N 0.379 -1.261 0.846
S 0.737 -2.738 1.235

These are the natural (NBO) partial charges, in e, on atoms 1 to 5: O -0.402; C 0.935; N -0.565; C 0.434; N -0.399

- spin multiplicity of number 1 (C43H42Cl3N4O5PdS)?
  3